Below is the molecule C6H2N2O4S2 at a distorted geometry, with properties calculated with ωB97M-V/def2-TZVPD.

Geometry (Å):
S1 -0.26255 -1.34541 1.33488
S2 0.17413 1.23632 -1.87307
O1 -4.18482 -0.92624 0.96935
O2 4.14414 1.12219 -0.96487
O3 -2.97820 -2.01607 2.61754
O4 2.86455 2.50425 -2.15335
N1 -1.80856 0.10749 -0.12712
N2 1.72213 -0.16068 -0.27269
C1 -3.09422 -1.25270 1.47431
C2 -1.85759 -0.69118 0.86374
C3 0.40941 -0.54682 -0.05463
C4 -0.54292 0.10057 -0.73554
C5 1.69650 0.86137 -1.09111
C6 2.90967 1.50725 -1.43660
H1 4.70322 1.66583 -1.53046
H2 -3.89491 -2.16618 2.97961

Its multiplicity is 1. The calculation puts the HOMO energy at -9.877 eV. The charge is 0.

Atom charges from the Mulliken analysis, given in e for atoms 1 to 6: S -0.17; S -0.09; O -0.51; O -0.43; O -0.44; O -0.58